The following is a DFT calculation (ωB97M-V with the def2-TZVPD basis set) of a 14-piece molecular cluster, C84H210N14O28 overall.

XYZ file:
```
336
Properties=species:S:1:pos:R:3:mulliken_charge:R:1
C -9.933 0.719 0.422 -0.82
O -8.688 0.229 -0.057 -0.19
C -7.670 0.386 0.999 0.38
C -7.741 -0.722 2.028 -0.64
N -7.185 -1.866 1.469 0.50
C -7.198 -3.063 2.234 -1.07
C -6.417 -4.154 1.491 0.33
O -7.247 -4.700 0.458 -0.37
C -6.724 -5.839 -0.142 -0.68
H -10.632 0.254 -0.327 0.22
H -10.001 1.776 0.378 0.32
H -10.187 0.302 1.385 0.31
H -7.836 1.378 1.458 0.55
H -6.730 0.463 0.392 -0.65
H -8.822 -0.831 2.325 0.17
H -7.226 -0.432 2.941 0.27
H -7.326 -1.904 0.503 -0.11
H -8.244 -3.359 2.518 0.30
H -6.813 -2.757 3.194 0.45
H -6.073 -4.931 2.231 0.35
H -5.547 -3.661 1.013 -0.22
H -7.522 -6.078 -0.838 0.31
H -6.715 -6.731 0.500 0.33
H -5.775 -5.715 -0.651 0.14
C 3.980 -2.362 4.278 -0.69
O 3.716 -3.402 3.399 -0.19
C 4.610 -3.557 2.357 -0.03
C 4.455 -4.939 1.660 -0.73
N 3.281 -5.120 0.884 0.08
C 3.310 -4.438 -0.401 0.33
C 4.322 -4.967 -1.408 0.36
O 4.117 -6.431 -1.637 -0.55
C 4.983 -6.839 -2.712 -0.82
H 3.036 -2.140 4.775 0.02
H 4.355 -1.428 3.826 0.26
H 4.716 -2.680 5.003 0.41
H 5.725 -3.498 2.656 0.38
H 4.564 -2.780 1.559 -0.08
H 4.600 -5.673 2.457 0.45
H 5.309 -4.994 0.940 0.22
H 3.013 -6.048 0.761 0.38
H 3.444 -3.287 -0.208 -1.19
H 2.316 -4.466 -0.832 0.22
H 5.291 -4.973 -1.029 0.26
H 4.306 -4.417 -2.384 -0.07
H 6.013 -6.730 -2.464 0.31
H 4.821 -6.242 -3.604 0.20
H 4.702 -7.794 -3.001 0.39
C -0.245 2.524 2.206 0.78
O -0.387 1.976 3.468 -0.43
C -0.796 0.657 3.367 1.89
C -0.821 0.071 4.764 -1.17
N 0.573 -0.249 5.258 1.35
C 0.572 -1.018 6.476 -0.20
C -0.209 -0.293 7.595 -1.14
O 0.105 1.060 7.669 -0.02
C -0.658 1.733 8.717 -0.68
H -1.238 2.744 1.708 -0.44
H 0.449 1.978 1.511 -0.84
H 0.214 3.504 2.323 0.43
H -0.225 -0.016 2.676 -0.37
H -1.841 0.659 2.980 -1.38
H -1.468 -0.835 4.697 0.24
H -1.279 0.841 5.486 0.36
H 1.008 0.647 5.372 -0.48
H 1.637 -1.180 6.683 0.53
H 0.069 -1.937 6.315 -0.31
H 0.021 -0.782 8.531 0.66
H -1.274 -0.446 7.437 0.40
H -0.497 1.127 9.607 0.44
H -1.692 1.746 8.413 0.28
H -0.216 2.671 8.917 -0.16
C -3.466 -6.978 1.720 -0.57
O -2.343 -6.115 1.765 -0.33
C -1.819 -5.612 0.506 -0.20
C -0.642 -4.751 0.877 -0.13
N -0.982 -3.656 1.739 0.14
C 0.187 -2.955 2.307 0.93
C 0.522 -3.434 3.650 0.38
O -0.677 -3.302 4.470 -0.06
C -0.774 -4.263 5.531 -1.06
H -3.253 -7.989 1.247 0.25
H -4.294 -6.551 1.205 0.03
H -3.665 -7.159 2.733 0.34
H -2.628 -5.027 0.067 -0.41
H -1.549 -6.463 -0.102 0.59
H -0.325 -4.262 -0.045 0.08
H 0.166 -5.342 1.288 0.17
H -1.471 -4.030 2.544 0.46
H -0.049 -1.915 2.295 -0.58
H 0.989 -3.098 1.600 -0.54
H 1.245 -2.723 4.081 -1.12
H 0.889 -4.447 3.670 0.97
H -1.732 -3.939 6.018 0.21
H 0.081 -4.177 6.236 0.32
H -0.775 -5.263 5.059 0.29
C 2.060 -3.860 -6.944 -1.04
O 2.032 -3.841 -5.541 0.16
C 1.901 -5.187 -5.095 -0.39
C 0.467 -5.613 -4.943 -0.57
N -0.066 -4.743 -3.924 0.56
C -1.419 -4.975 -3.345 -0.25
C -2.479 -5.351 -4.383 -0.82
O -2.393 -4.494 -5.517 -0.24
C -2.706 -3.124 -5.209 0.24
H 2.039 -2.822 -7.307 0.21
H 1.196 -4.373 -7.270 0.39
H 2.906 -4.459 -7.285 0.32
H 2.527 -5.227 -4.135 -0.24
H 2.401 -5.820 -5.916 0.50
H 0.391 -6.602 -4.584 0.58
H -0.113 -5.629 -5.884 0.04
H 0.033 -3.763 -4.255 -0.20
H -1.769 -4.093 -2.841 -0.34
H -1.357 -5.783 -2.646 0.42
H -3.497 -5.359 -3.884 0.04
H -2.310 -6.316 -4.856 0.63
H -3.778 -3.119 -4.882 -0.30
H -2.591 -2.561 -6.082 0.60
H -2.159 -2.732 -4.362 -0.29
C 3.857 2.910 6.005 -0.10
O 2.707 3.667 6.313 -0.47
C 1.636 3.421 5.468 1.45
C 0.545 4.367 5.953 -0.22
N 0.982 5.789 6.001 -0.28
C 0.449 6.669 7.038 -1.06
C 0.726 6.199 8.486 0.72
O 2.046 6.455 8.808 -0.33
C 2.616 5.979 9.993 -0.64
H 4.169 3.102 5.018 -0.33
H 3.529 1.790 6.231 0.11
H 4.659 3.147 6.730 0.22
H 1.429 2.389 5.697 -0.71
H 1.922 3.563 4.360 -0.34
H 0.317 4.090 7.004 -0.41
H -0.381 4.182 5.449 0.44
H 1.997 5.845 6.031 0.27
H -0.623 6.859 6.814 0.34
H 0.990 7.593 6.867 0.45
H 0.533 5.112 8.681 -0.73
H 0.054 6.692 9.149 0.55
H 3.665 5.744 9.720 0.20
H 2.057 5.054 10.265 0.26
H 2.525 6.750 10.797 0.25
C -4.543 -2.875 -1.823 1.84
O -5.360 -3.565 -2.800 -0.42
C -6.459 -2.800 -3.161 0.91
C -7.257 -3.600 -4.222 -1.65
N -6.661 -4.115 -5.408 -0.30
C -6.465 -3.173 -6.541 0.24
C -5.918 -3.857 -7.795 -0.96
O -4.571 -4.334 -7.493 -0.10
C -3.894 -5.119 -8.445 -0.71
H -3.625 -3.406 -1.621 -0.55
H -5.042 -2.691 -0.878 -0.36
H -4.274 -1.902 -2.234 -0.63
H -6.152 -1.838 -3.647 -0.50
H -7.120 -2.721 -2.317 0.29
H -8.194 -3.068 -4.503 0.48
H -7.550 -4.478 -3.614 0.42
H -5.757 -4.487 -5.162 0.26
H -5.769 -2.352 -6.252 -0.15
H -7.459 -2.723 -6.837 0.47
H -5.729 -3.144 -8.611 0.37
H -6.577 -4.699 -8.196 0.37
H -4.527 -6.011 -8.675 0.30
H -3.003 -5.338 -7.928 0.03
H -3.656 -4.659 -9.372 0.34
C 6.946 -2.914 -2.422 -0.66
O 6.046 -1.965 -1.883 -0.25
C 5.450 -1.144 -2.852 0.27
C 4.340 -1.861 -3.651 -0.23
N 3.907 -1.059 -4.770 -0.50
C 3.023 -0.024 -4.337 2.31
C 2.518 0.814 -5.484 -0.89
O 1.862 0.075 -6.508 -0.54
C 0.605 -0.306 -6.028 0.22
H 7.898 -2.474 -2.783 0.23
H 6.504 -3.439 -3.323 0.26
H 7.111 -3.640 -1.628 0.31
H 6.113 -0.738 -3.632 -0.14
H 5.130 -0.302 -2.346 -0.55
H 3.496 -2.153 -3.054 -0.36
H 4.669 -2.827 -3.963 0.91
H 3.426 -1.568 -5.459 0.49
H 3.590 0.626 -3.613 -0.94
H 2.124 -0.495 -3.910 -0.48
H 3.345 1.339 -5.991 0.28
H 1.795 1.621 -5.222 0.31
H -0.119 -0.469 -6.816 0.58
H 0.191 0.462 -5.343 -0.46
H 0.586 -1.302 -5.531 -0.11
C -3.189 4.393 -0.240 -0.65
O -3.646 3.471 0.749 0.37
C -4.880 3.875 1.290 -1.87
C -5.349 2.798 2.204 0.63
N -4.384 2.616 3.281 -0.26
C -4.620 1.373 4.031 1.08
C -5.875 1.484 4.861 -1.19
O -6.143 0.301 5.631 -0.39
C -5.119 -0.003 6.525 -0.37
H -2.155 4.148 -0.468 -0.17
H -3.243 5.454 0.155 0.40
H -3.749 4.425 -1.222 0.26
H -5.555 4.077 0.485 0.55
H -4.734 4.792 1.838 0.52
H -5.526 1.866 1.670 -0.56
H -6.361 3.065 2.543 0.60
H -3.409 2.729 3.039 0.21
H -3.696 1.212 4.568 -0.17
H -4.788 0.493 3.337 -0.24
H -6.702 1.570 4.131 0.34
H -5.697 2.326 5.547 0.43
H -4.183 -0.241 5.911 0.00
H -5.357 -0.896 7.135 0.34
H -4.876 0.835 7.246 0.24
C 10.073 1.156 -3.829 -0.57
O 9.193 2.109 -4.299 -0.32
C 8.307 1.615 -5.258 -0.17
C 7.334 2.769 -5.548 -1.14
N 6.651 3.381 -4.445 -0.27
C 5.608 2.542 -3.773 0.63
C 5.290 3.141 -2.397 0.01
O 6.403 3.436 -1.554 -0.52
C 7.180 2.311 -1.201 -0.19
H 10.750 1.533 -3.070 0.28
H 10.585 0.640 -4.700 0.29
H 9.529 0.285 -3.288 0.08
H 7.655 0.758 -4.973 0.00
H 8.905 1.352 -6.151 0.53
H 6.639 2.424 -6.272 0.46
H 7.830 3.611 -6.048 0.41
H 7.364 3.608 -3.754 0.36
H 5.885 1.457 -3.710 -0.29
H 4.673 2.646 -4.377 0.15
H 4.685 2.407 -1.936 -0.25
H 4.886 4.207 -2.528 0.23
H 7.955 2.069 -1.926 -0.01
H 6.488 1.436 -1.120 -0.03
H 7.562 2.427 -0.227 0.43
C -1.580 4.805 -4.917 -0.64
O -0.447 4.617 -4.102 -0.52
C -0.523 3.291 -3.459 0.53
C 0.737 3.142 -2.663 0.82
N 0.721 4.181 -1.592 -0.17
C 1.596 3.731 -0.538 2.12
C 1.663 4.832 0.504 -0.57
O 2.416 5.919 -0.100 -0.44
C 2.130 7.132 0.545 -0.63
H -1.579 5.811 -5.408 0.31
H -2.454 4.750 -4.253 0.19
H -1.723 3.964 -5.602 0.27
H -0.492 2.542 -4.281 -0.11
H -1.415 3.228 -2.878 -0.29
H 1.618 3.349 -3.352 0.18
H 0.863 2.131 -2.198 -0.83
H 1.066 5.073 -1.998 0.38
H 2.619 3.355 -0.805 -1.00
H 1.064 2.795 -0.149 -0.50
H 2.173 4.482 1.403 -0.18
H 0.676 5.121 0.787 0.88
H 1.018 7.346 0.386 0.32
H 2.685 7.770 -0.033 0.37
H 2.408 7.168 1.629 0.07
C -3.055 0.338 -5.070 -0.69
O -4.173 0.454 -4.134 -0.01
C -3.824 1.248 -2.951 0.33
C -5.098 1.128 -2.073 0.37
N -6.074 2.034 -2.718 -0.03
C -6.997 1.496 -3.666 -0.42
C -7.350 2.386 -4.830 -0.71
O -8.038 1.678 -5.812 -0.38
C -9.265 1.145 -5.398 -0.50
H -2.275 -0.218 -4.633 -0.03
H -2.714 1.325 -5.420 0.15
H -3.385 -0.177 -5.994 0.39
H -3.615 2.274 -3.274 0.57
H -2.853 0.835 -2.491 -0.85
H -4.849 1.453 -1.126 0.00
H -5.283 0.031 -2.111 -0.59
H -6.486 2.595 -2.001 0.43
H -7.921 1.222 -3.119 0.43
H -6.632 0.577 -4.079 0.18
H -6.353 2.661 -5.262 0.29
H -7.932 3.176 -4.341 0.31
H -9.924 1.799 -4.769 0.29
H -9.070 0.159 -4.947 0.11
H -9.807 0.942 -6.331 0.26
C -3.152 -0.139 0.860 0.11
O -2.037 0.016 0.031 1.72
C -1.583 -1.191 -0.543 0.25
C -0.294 -0.742 -1.272 -0.72
N 0.851 -0.706 -0.324 1.17
C 2.175 -0.855 -0.818 0.59
C 3.162 -0.579 0.272 -0.34
O 2.875 0.770 0.658 1.28
C 3.111 0.991 2.036 -0.70
H -2.788 -0.883 1.698 -0.26
H -4.082 -0.561 0.392 -0.50
H -3.254 0.872 1.214 0.08
H -2.272 -1.588 -1.271 -1.30
H -1.338 -1.940 0.211 -0.01
H -0.547 0.268 -1.704 -0.77
H -0.059 -1.314 -2.206 0.45
H 0.765 0.160 0.178 -0.66
H 2.396 -0.054 -1.545 -0.80
H 2.331 -1.793 -1.385 0.25
H 4.199 -0.775 0.019 0.85
H 2.941 -1.288 1.063 -0.96
H 2.784 1.956 2.293 -0.37
H 4.153 0.883 2.344 0.15
H 2.564 0.237 2.566 0.00
C 11.402 5.678 5.146 -0.83
O 10.536 4.659 4.819 -0.33
C 9.183 5.111 4.676 -0.43
C 8.286 4.110 3.917 -0.58
N 7.131 4.755 3.367 0.02
C 6.211 3.702 2.887 -1.06
C 5.096 4.296 2.031 0.14
O 3.993 4.736 2.845 0.41
C 4.045 5.904 3.693 -0.98
H 11.377 6.449 4.437 0.37
H 12.374 5.231 5.076 0.25
H 11.164 5.981 6.108 0.34
H 9.326 6.046 4.170 0.33
H 8.710 5.362 5.683 0.26
H 7.992 3.386 4.681 0.30
H 8.860 3.524 3.199 0.29
H 7.365 5.342 2.481 0.35
H 5.634 3.299 3.717 0.01
H 6.632 2.907 2.276 0.48
H 4.731 3.494 1.405 -0.60
H 5.554 5.086 1.472 0.59
H 4.244 5.530 4.757 0.07
H 3.108 6.425 3.553 0.18
H 4.800 6.554 3.458 0.55
```

Its energy above the lowest of the compared OMol25 structures with the same formula, charge and spin is 656.65 kJ/mol. For the LUMO energy, the calculation gives 0.53 eV. The calculation puts the total energy at -6198.882311 hartree. The total charge is 0. As for the HOMO energy: -8.13 eV. The orbital gap is 8.7 eV.